# 1
ORCA calculation (the ωB97M-V functional and the def2-TZVPD basis) on a single C4H7NO2 molecule.

SMILES: O[C@@H]1CN=COC1
Largest force on an atom (hartree/bohr): 0.00790
Orbital gap (eV): 10.695
E_HOMO (eV): -9.88
E (eV): -9845.8699
ΔE to the lowest compared entry with this formula, charge and spin (kJ/mol): 136.0
E_LUMO (eV): 0.8172

Each line ends with the natural charge from an NBO analysis.
CARTESIAN COORDINATES (ANGSTROEM)
1 O 0.6889 -1.7218 0.2311  -0.71
2 C 0.4379 -0.6336 -0.6361  0.04
3 C 1.1218 0.6417 -0.1538  -0.28
4 N 0.5172 1.1380 1.0811  -0.50
5 C -0.7053 0.8680 1.2763  0.39
6 O -1.5642 0.1697 0.5053  -0.50
7 C -1.0553 -0.3525 -0.7304  -0.10
8 H 0.7225 -1.3778 1.1349  0.47
9 H 0.8093 -0.9328 -1.6223  0.19
10 H 1.0581 1.4224 -0.9224  0.21
11 H 2.1856 0.4562 0.0273  0.21
12 H -1.2084 1.1996 2.1842  0.18
13 H -1.2663 0.3716 -1.5272  0.18
14 H -1.6132 -1.2716 -0.9218  0.21

---

# 2
ORCA calculation (the ωB97M-V functional and the def2-TZVPD basis) on a molecular structure, C4H7NO2.

Largest force on an atom (hartree/bohr): 0.00868
Orbital gap (eV): 8.384
E_HOMO (eV): -8.92
E (eV): -9842.7658
ΔE to the lowest compared entry with this formula, charge and spin (kJ/mol): 435.5
E_LUMO (eV): -0.5398

Each line ends with the natural charge from an NBO analysis.
CARTESIAN COORDINATES (ANGSTROEM)
1 C 0.9688 -0.1479 1.5587  -0.63
2 C 0.3713 0.5834 0.3731  0.01
3 C 0.4503 -0.0855 -0.9736  0.19
4 N -0.5657 0.3686 -1.7163  -0.65
5 C -1.5268 -0.0523 -0.5565  0.68
6 O -2.6968 -0.2626 -0.7795  -0.60
7 O -1.0184 0.7661 0.4888  -0.50
8 H 0.5068 -1.1314 1.6776  0.23
9 H 0.7742 0.4343 2.4627  0.23
10 H 2.0527 -0.2647 1.4515  0.21
11 H 0.8429 1.5685 0.2430  0.23
12 H -0.7521 -1.1270 -0.2698  -0.03
13 H 1.3577 -0.5385 -1.3731  0.22
14 H -0.7649 -0.1110 -2.5865  0.40